(1)
Density functional theory data (wB97M-V/def2-TZVPD) for an isolated ion of composition C7H11IN3O and charge +1.

Net charge = +1
E_LUMO (alpha / beta) = -3.61 / -6.51 eV
Energy above the lowest of the compared OMol25 structures with the same formula, charge and spin = 0.0 kJ/mol
Energy = -810.1360 hartree
2S+1 = 3
HOMO (alpha / beta) = -10.50 / -12.81 eV
Frontier orbital gap (alpha / beta) = 6.889 / 6.300 eV
Expectation value of S² = 2.008
Max |F| = 4.7 eV Å⁻¹

Last column: natural (NBO) charge in e.
Cartesian coordinates (Å):
C: 1.117 -0.861 0.707  0.25
C: -0.819 0.046 -0.305  0.58
C: -0.137 -2.391 -0.584  0.68
C: 1.821 -0.998 1.818  -0.37
C: -1.257 -1.315 -0.230  -0.59
C: 1.108 1.541 0.164  -0.42
C: -1.554 2.423 -0.581  -0.42
N: 0.364 0.283 0.301  -0.38
N: 1.025 -2.014 -0.103  -0.64
N: -1.556 0.972 -0.894  -0.52
O: -0.245 -3.419 -1.167  -0.52
I: 2.684 -3.225 -0.665  0.52
H: 2.196 -1.965 2.078  0.23
H: 2.086 -0.215 2.591  0.23
H: -1.545 -1.693 0.686  0.29
H: -2.115 -1.332 -0.943  0.25
H: 2.122 1.202 0.257  0.24
H: 0.850 1.851 -0.933  0.23
H: 0.957 2.210 1.040  0.24
H: -2.355 2.804 -1.206  0.24
H: -0.734 2.904 -1.069  0.23
H: -1.715 2.501 0.477  0.23
H: -2.297 0.690 -1.437  0.42



(2)
Density functional theory data (wB97M-V/def2-TZVPD) for C7H11IN4 as an isolated structure.

Net charge = 0
E_LUMO = -0.84 eV
Energy above the lowest of the compared OMol25 structures with the same formula, charge and spin = 469.9 kJ/mol
Energy = -789.7957 hartree
HOMO = -4.88 eV
Frontier orbital gap = 4.037 eV
Max |F| = 4.9 eV Å⁻¹

Last column: natural (NBO) charge in e.
Cartesian coordinates (Å):
C: -0.326 4.243 2.126  -0.17
C: 0.004 3.359 1.340  -0.08
C: 0.418 2.528 0.090  -0.27
N: -0.498 1.383 -0.155  -0.21
N: -1.847 1.524 -0.138  -0.38
C: -2.365 0.243 -0.450  0.25
N: -1.361 -0.695 -0.668  -0.44
C: -0.145 0.057 -0.479  0.59
N: 1.043 -0.502 -0.612  -0.55
C: 1.299 -1.928 -1.001  -0.25
C: 0.732 -3.024 0.013  -0.71
H: -0.834 4.816 2.941  0.27
H: 0.379 3.165 -0.858  0.25
H: 1.483 2.149 0.153  0.26
H: -2.396 2.368 0.050  0.46
H: -3.464 0.005 -0.544  0.25
H: 1.868 0.090 -0.446  0.41
H: 0.763 -2.089 -1.995  0.21
H: 2.412 -2.082 -1.100  0.22
H: 1.390 -3.983 -0.124  0.26
H: 0.796 -2.743 1.102  0.22
H: -0.325 -3.367 -0.235  0.23
I: 0.975 -5.517 0.992  -0.82



(3)
Density functional theory data (wB97M-V/def2-TZVPD) for one molecule with the formula C7H11N.

Net charge = 0
E_LUMO = 0.88 eV
Energy above the lowest of the compared OMol25 structures with the same formula, charge and spin = 363.5 kJ/mol
Energy = -327.9495 hartree
HOMO = -8.27 eV
Frontier orbital gap = 9.148 eV
Max |F| = 5.1 eV Å⁻¹

Last column: natural (NBO) charge in e.
Cartesian coordinates (Å):
C: -0.969 -2.046 0.675  0.20
C: -1.747 -0.051 0.271  0.19
C: -2.535 0.995 0.293  -0.47
C: 0.416 -1.544 0.372  -0.54
C: 0.339 -0.083 0.020  0.05
C: 0.558 0.217 -1.491  -0.62
C: 1.026 0.929 0.813  -0.64
N: -1.995 -1.352 0.480  -0.45
H: -1.068 -3.007 1.106  0.18
H: -3.467 1.095 0.782  0.22
H: -1.998 1.983 -0.014  0.20
H: 0.840 -1.555 1.308  0.23
H: 0.783 -2.127 -0.401  0.23
H: 1.621 0.142 -1.628  0.19
H: 0.298 1.185 -1.662  0.21
H: 0.046 -0.481 -2.169  0.21
H: 2.037 1.003 0.616  0.21
H: 0.996 0.708 1.945  0.20
H: 0.632 1.914 0.667  0.22



(4)
Density functional theory data (wB97M-V/def2-TZVPD) for C7H11N as an isolated structure.

Net charge = 0
E_LUMO = 0.88 eV
Energy above the lowest of the compared OMol25 structures with the same formula, charge and spin = 430.0 kJ/mol
Energy = -327.9242 hartree
HOMO = -7.26 eV
Frontier orbital gap = 8.140 eV
Max |F| = 1.2 eV Å⁻¹

Last column: natural (NBO) charge in e.
Cartesian coordinates (Å):
C: 0.092 -1.829 -0.268  -0.65
C: -0.027 -0.816 2.058  -0.67
C: -0.226 0.709 0.056  0.07
C: 0.057 -0.592 0.578  0.17
N: -0.946 1.691 0.794  -0.83
C: 1.273 0.804 -0.270  -0.31
C: 0.006 1.100 -2.582  -0.53
C: 0.399 0.872 -1.331  -0.01
H: -0.687 2.625 0.502  0.38
H: -1.948 1.565 0.703  0.37
H: 2.262 0.563 0.071  0.24
H: 0.898 -2.496 0.048  0.21
H: -0.845 -2.384 -0.138  0.22
H: 0.076 0.120 2.603  0.24
H: 0.206 -1.598 -1.325  0.24
H: 0.731 -1.534 2.382  0.22
H: -1.000 -1.246 2.321  0.23
H: -1.038 1.053 -2.856  0.20
H: 0.715 1.391 -3.346  0.20



(5)
Density functional theory data (wB97M-V/def2-TZVPD) for one molecule with the formula C7H11N.

Net charge = 0
E_LUMO = 0.96 eV
Energy above the lowest of the compared OMol25 structures with the same formula, charge and spin = 437.9 kJ/mol
Energy = -327.9212 hartree
SMILES string = CC#CCN1CCC1
HOMO = -8.60 eV
Frontier orbital gap = 9.556 eV
Max |F| = 3.2 eV Å⁻¹

Last column: natural (NBO) charge in e.
Cartesian coordinates (Å):
C: -2.794 0.850 -1.282  -0.69
C: -1.542 0.137 -1.565  -0.02
C: -0.510 -0.445 -1.427  -0.05
C: 0.940 -0.777 -1.216  -0.28
N: 1.489 -0.413 0.054  -0.42
C: 0.877 -1.096 1.185  -0.22
C: 1.236 0.153 2.043  -0.40
C: 1.379 0.847 0.698  -0.22
H: -3.033 1.662 -1.934  0.23
H: -2.940 1.253 -0.253  0.24
H: -3.793 0.276 -1.502  0.23
H: 0.920 -1.942 -1.223  0.22
H: 1.333 -0.340 -2.184  0.24
H: 1.169 -2.092 1.646  0.19
H: -0.204 -1.300 0.971  0.18
H: 0.497 0.485 2.700  0.21
H: 2.283 0.035 2.529  0.21
H: 2.220 1.445 0.307  0.19
H: 0.472 1.263 0.453  0.17



(6)
Density functional theory data (wB97M-V/def2-TZVPD) for one molecule with the formula C7H11N.

Net charge = 0
E_LUMO = 0.86 eV
Energy above the lowest of the compared OMol25 structures with the same formula, charge and spin = 222.7 kJ/mol
Energy = -328.0032 hartree
SMILES string = C=C1CCC(=N)CC1
HOMO = -9.49 eV
Frontier orbital gap = 10.347 eV
Max |F| = 4.8 eV Å⁻¹

Last column: natural (NBO) charge in e.
Cartesian coordinates (Å):
C: -2.024 -0.211 -1.082  -0.43
C: -1.146 0.008 -0.147  0.06
C: -0.403 1.307 0.089  -0.43
C: 1.034 1.050 0.642  -0.48
C: 1.598 -0.101 -0.149  0.33
N: 2.572 -0.125 -1.015  -0.61
C: 0.799 -1.371 0.001  -0.48
C: -0.485 -1.131 0.624  -0.45
H: -2.097 -1.264 -1.379  0.20
H: -2.342 0.638 -1.709  0.20
H: -0.822 2.011 0.858  0.22
H: -0.339 1.820 -0.806  0.21
H: 0.992 0.922 1.729  0.23
H: 1.579 2.052 0.332  0.22
H: 2.981 0.728 -1.067  0.32
H: 0.700 -1.939 -0.964  0.23
H: 1.345 -2.043 0.549  0.23
H: -1.282 -1.912 0.486  0.23
H: -0.345 -0.669 1.587  0.20



(7)
Density functional theory data (wB97M-V/def2-TZVPD) for one molecule with the formula C7H11N.

Net charge = 0
E_LUMO (alpha / beta) = 0.04 / 0.04 eV
Energy above the lowest of the compared OMol25 structures with the same formula, charge and spin = 534.4 kJ/mol
Energy = -327.8844 hartree
HOMO (alpha / beta) = -5.71 / -5.71 eV
Frontier orbital gap (alpha / beta) = 5.747 / 5.745 eV
Max |F| = 1.8 eV Å⁻¹

Last column: natural (NBO) charge in e.
Cartesian coordinates (Å):
C: -0.478 -0.647 0.927  -0.17
C: -0.203 0.774 1.412  -0.57
C: 1.817 -0.710 0.033  0.29
C: -1.269 1.348 0.464  -0.48
C: 1.834 0.473 -0.863  -0.68
N: 0.813 -1.358 0.580  -0.44
C: -1.328 -0.028 -0.177  0.05
C: -1.886 -0.539 -1.263  -0.43
H: 0.974 -2.282 0.960  0.40
H: -1.026 -1.388 1.531  0.17
H: -0.216 1.021 2.473  0.18
H: 2.747 -1.281 0.015  0.19
H: -0.951 2.171 -0.191  0.17
H: -2.234 1.642 0.901  0.19
H: 0.860 0.917 -1.019  0.26
H: 2.514 1.226 -0.464  0.26
H: 2.238 0.170 -1.842  0.22
H: -2.445 0.077 -1.956  0.20
H: -1.760 -1.585 -1.520  0.19



(8)
Density functional theory data (wB97M-V/def2-TZVPD) for one molecule with the formula C7H11N.

Net charge = 0
E_LUMO = 1.14 eV
Energy above the lowest of the compared OMol25 structures with the same formula, charge and spin = 291.7 kJ/mol
Energy = -327.9769 hartree
SMILES string = C1CN2C[C@H]3C[C@@H]1[C@H]32
HOMO = -9.09 eV
Frontier orbital gap = 10.228 eV
Max |F| = 4.1 eV Å⁻¹

Last column: natural (NBO) charge in e.
Cartesian coordinates (Å):
C: -1.066 -1.247 0.116  -0.45
C: 0.343 -1.641 -0.334  -0.23
N: 1.300 -0.519 -0.290  -0.41
C: 0.776 0.485 -1.224  -0.23
C: 0.232 1.467 -0.174  -0.27
C: -1.134 1.292 0.255  -0.39
C: -0.812 -0.037 1.029  -0.24
C: 0.709 0.325 0.840  -0.03
H: -1.673 -1.050 -0.765  0.21
H: -1.591 -1.993 0.716  0.23
H: 0.372 -1.989 -1.336  0.20
H: 0.729 -2.452 0.374  0.19
H: 1.622 0.855 -1.825  0.21
H: -0.009 0.113 -2.036  0.17
H: 0.532 2.498 -0.142  0.21
H: -1.469 2.170 0.804  0.21
H: -1.986 1.127 -0.490  0.19
H: -1.314 0.036 2.048  0.23
H: 1.396 0.455 1.634  0.20



(9)
Density functional theory data (wB97M-V/def2-TZVPD) for one molecule with the formula C7H11N.

Net charge = 0
E_LUMO (alpha / beta) = 0.62 / -0.35 eV
Energy above the lowest of the compared OMol25 structures with the same formula, charge and spin = 600.2 kJ/mol
Energy = -327.8594 hartree
HOMO (alpha / beta) = -9.30 / -7.45 eV
Frontier orbital gap (alpha / beta) = 9.916 / 7.100 eV
Max |F| = 2.5 eV Å⁻¹

Last column: natural (NBO) charge in e.
Cartesian coordinates (Å):
C: -0.961 -1.112 -1.923  -0.03
C: -0.872 0.898 0.519  0.18
C: -1.528 1.755 1.236  -0.54
C: -0.314 -1.341 -0.556  -0.43
C: 0.169 -0.012 0.140  -0.20
C: 1.270 0.775 -0.685  -0.59
C: 0.952 -0.394 1.427  -0.59
N: -0.996 -0.123 -2.645  -0.20
H: -1.441 -2.085 -2.110  0.19
H: -2.569 1.845 1.042  0.23
H: -0.929 2.254 2.084  0.20
H: -1.275 -1.739 -0.066  0.24
H: 0.546 -2.061 -0.773  0.24
H: 1.861 0.042 -1.109  0.20
H: 1.793 1.545 -0.101  0.22
H: 0.961 1.325 -1.584  0.23
H: 0.900 0.423 2.254  0.23
H: 2.023 -0.646 1.140  0.22
H: 0.409 -1.348 1.710  0.21



(10)
Density functional theory data (wB97M-V/def2-TZVPD) for C7H11N as an isolated structure.

Net charge = 0
E_LUMO = 1.15 eV
Energy above the lowest of the compared OMol25 structures with the same formula, charge and spin = 756.1 kJ/mol
Energy = -327.8000 hartree
HOMO = -9.26 eV
Frontier orbital gap = 10.408 eV
Max |F| = 6.7 eV Å⁻¹

Last column: natural (NBO) charge in e.
Cartesian coordinates (Å):
C: -0.061 -1.695 1.014  -0.40
C: 0.929 -1.679 -0.041  -0.42
C: 0.155 -0.418 -0.597  -0.22
C: -0.030 0.830 -1.329  -0.08
C: 0.409 1.988 -0.336  -0.39
C: -0.705 1.327 0.629  -0.07
C: 0.164 -0.083 0.838  -0.25
H: -1.001 -2.150 0.478  0.20
H: -0.116 -1.910 2.236  0.23
H: 0.987 -2.755 -0.518  0.20
H: 1.884 -1.623 0.564  0.22
H: -0.781 -1.139 -0.803  0.17
H: 0.028 0.870 -2.366  0.21
H: 0.095 2.913 -0.959  0.24
H: 1.508 2.072 0.163  0.19
H: -1.262 1.702 1.565  0.22
H: -2.035 0.382 -0.838  0.33
H: 1.197 0.113 1.013  0.20
N: -1.366 1.255 -0.713  -0.58